No. 1
The following is a DFT calculation (wB97M-V/def2-TZVPD) of a cluster of 4 separate species, CH12NO3 in total in a non-equilibrium geometry.

```
! wB97M-V def2-TZVPD RIJCOSX def2/J DEFGRID3
* xyz 1 1
C 0.25 -0.74 0.78
N -0.12 0.67 0.73
H 1.00 -0.96 1.53
H 0.75 -1.05 -0.14
H -0.57 -1.45 0.86
H -0.44 0.99 1.66
H 0.66 1.32 0.63
H -0.82 0.77 -0.05
H -1.92 0.88 -2.08
H -1.79 -0.68 -1.90
O -1.65 0.17 -1.46
H 1.79 -3.37 -2.42
H 2.51 -2.58 -3.55
O 1.79 -2.55 -2.92
H -1.17 2.43 3.12
H 0.08 2.42 3.89
O -0.24 2.47 2.97
*
```

Properties
Energy above the lowest of the compared OMol25 structures with the same formula, charge and spin in kJ/mol: 87.7
DFT total energy in eV: -8858.1868
HOMO energy in eV: -14.3

Atom-resolved charges from Mulliken, all expressed in e:
1. C -0.929
2. N -0.163
3. H 0.378
4. H 0.376
5. H 0.333
6. H 0.361
7. H 0.356
8. H 0.337
9. H 0.315
10. H 0.325
11. O -0.673
12. H 0.325
13. H 0.325
14. O -0.644
15. H 0.329
16. H 0.347
17. O -0.696

No. 2
The following is a DFT calculation (wB97M-V/def2-TZVPD) of a cluster of 5 separate species, CH12O5 in total in a non-equilibrium geometry.

```
! wB97M-V def2-TZVPD RIJCOSX def2/J DEFGRID3
* xyz 0 1
C 1.21 2.56 1.84
O 2.08 1.59 2.42
H 0.40 2.77 2.54
H 0.81 2.23 0.90
H 1.83 3.47 1.75
H 1.55 1.02 3.00
O 0.20 0.18 -1.31
H 0.69 -0.20 -0.59
H 0.16 1.13 -1.25
O -3.45 -1.59 -5.21
H -2.59 -1.28 -4.92
H -3.29 -2.04 -6.04
O 1.12 -0.84 4.38
H 0.94 -1.45 5.10
H 2.00 -1.07 4.06
O -1.04 -2.36 -1.92
H -0.78 -1.52 -2.32
H -1.83 -2.61 -2.42
*
```

Properties
Energy above the lowest of the compared OMol25 structures with the same formula, charge and spin in kJ/mol: 94.5
DFT total energy in eV: -11468.5056
SMILES: CO.O.O.O.O
HOMO energy in eV: -10.5

Atom-resolved charges from Mulliken, all expressed in e:
1. C -0.278
2. O -0.493
3. H 0.276
4. H -0.021
5. H 0.200
6. H 0.335
7. O -0.609
8. H 0.304
9. H 0.303
10. O -0.638
11. H 0.314
12. H 0.323
13. O -0.641
14. H 0.311
15. H 0.312
16. O -0.632
17. H 0.319
18. H 0.317

No. 3
The following is a DFT calculation (wB97M-V/def2-TZVPD) of a cluster of 6 separate species, CH12O7 in total in a non-equilibrium geometry.

```
! wB97M-V def2-TZVPD RIJCOSX def2/J DEFGRID3
* xyz 0 1
O -0.70 -0.18 -0.17
C -1.62 -0.59 -0.89
O -1.86 -0.07 -2.17
H -2.35 -1.48 -0.79
H -1.66 0.92 -2.27
O -1.00 2.37 -1.36
H -0.63 3.15 -0.90
H -0.63 1.65 -0.93
O 0.07 3.45 1.59
H -0.09 4.15 2.20
H 0.07 2.70 2.12
O 1.32 -4.41 0.00
H 1.46 -3.49 -0.03
H 1.53 -4.76 -0.90
O -0.52 1.00 2.83
H -0.09 0.41 3.50
H -0.28 0.57 2.05
O 2.04 -2.09 -1.27
H 2.99 -2.21 -1.14
H 1.95 -1.09 -1.49
*
```

Properties
Energy above the lowest of the compared OMol25 structures with the same formula, charge and spin in kJ/mol: 83.2
DFT total energy in eV: -15563.9055
SMILES: O=CO.O.O.O.O.O
HOMO energy in eV: -11.0

Atom-resolved charges from Mulliken, all expressed in e:
1. O -0.536
2. C 0.313
3. O -0.493
4. H 0.291
5. H 0.448
6. O -0.707
7. H 0.327
8. H 0.316
9. O -0.601
10. H 0.295
11. H 0.356
12. O -0.639
13. H 0.370
14. H 0.306
15. O -0.674
16. H 0.339
17. H 0.319
18. O -0.661
19. H 0.317
20. H 0.315

No. 4
The following is a DFT calculation (wB97M-V/def2-TZVPD) of a cluster of 6 separate species, CH12O7 in total in a non-equilibrium geometry.

```
! wB97M-V def2-TZVPD RIJCOSX def2/J DEFGRID3
* xyz 1 2
O 1.68 2.71 -1.80
C 0.46 2.68 -1.86
O -0.22 1.80 -1.18
H -0.24 3.46 -2.21
H 0.32 1.13 -0.71
H 2.20 -0.58 0.03
H 2.40 -1.96 -0.58
O 2.23 -1.02 -0.81
H 1.16 1.84 2.56
H 2.36 1.14 1.93
O 1.95 1.33 2.76
H -2.63 -1.39 -2.51
H -1.53 -0.34 -2.21
O -2.06 -0.73 -2.93
H -0.43 -0.74 2.97
H 0.39 -2.03 2.57
O -0.40 -1.51 2.42
H -2.70 -1.24 0.82
H -2.05 -2.46 0.32
O -2.91 -2.09 0.41
*
```

Properties
Energy above the lowest of the compared OMol25 structures with the same formula, charge and spin in kJ/mol: 269.2
DFT total energy in eV: -15552.4504
<S²>: 0.757
HOMO energy (spin up / spin down) in eV: -14.1 / -14.1

Atom-resolved charges from Mulliken, all expressed in e:
1. O -0.007
2. C 0.445
3. O -0.268
4. H 0.386
5. H 0.344
6. H 0.293
7. H 0.322
8. O -0.598
9. H 0.304
10. H 0.278
11. O -0.575
12. H 0.367
13. H 0.279
14. O -0.575
15. H 0.301
16. H 0.292
17. O -0.574
18. H 0.287
19. H 0.298
20. O -0.600

No. 5
The following is a DFT calculation (wB97M-V/def2-TZVPD) of a cluster of 6 separate species, CH13O5S in total in a non-equilibrium geometry.

```
! wB97M-V def2-TZVPD RIJCOSX def2/J DEFGRID3
* xyz -1 1
C 0.65 0.57 3.37
S -0.36 -0.37 2.14
H 1.73 0.70 3.09
H 0.62 0.00 4.35
H 0.28 1.70 3.55
H -0.16 -1.49 -0.19
H 0.83 -2.14 -1.05
O -0.15 -2.09 -0.93
H 1.54 1.61 -0.16
H 1.91 0.37 0.42
O 2.25 1.09 0.06
H -1.67 1.77 0.01
H -0.75 0.59 0.38
O -0.85 1.47 -0.18
H 1.63 0.34 -2.81
H 0.13 0.34 -2.87
O 0.88 0.19 -3.42
H -1.73 -1.38 -2.00
H -2.20 -0.03 -1.72
O -2.15 -0.64 -2.47
*
```

Properties
Energy above the lowest of the compared OMol25 structures with the same formula, charge and spin in kJ/mol: 147.0
DFT total energy in eV: -22321.8920
HOMO energy in eV: -3.8

Atom-resolved charges from Mulliken, all expressed in e:
1. C -0.660
2. S -0.463
3. H 0.203
4. H 0.217
5. H 0.166
6. H 0.278
7. H 0.299
8. O -0.663
9. H 0.320
10. H 0.252
11. O -0.597
12. H 0.226
13. H 0.045
14. O -0.636
15. H 0.326
16. H 0.356
17. O -0.653
18. H 0.348
19. H 0.307
20. O -0.672

No. 6
The following is a DFT calculation (wB97M-V/def2-TZVPD) of a cluster of 6 separate species, CH13O6 in total in a non-equilibrium geometry.

```
! wB97M-V def2-TZVPD RIJCOSX def2/J DEFGRID3
* xyz 0 2
C -0.62 -0.33 0.41
O 0.74 -0.59 0.16
H -0.82 0.70 0.25
H -1.09 -1.15 -0.25
H -0.83 -0.88 1.33
H -1.92 0.65 -2.53
H -2.51 -0.01 -1.37
O -2.79 0.38 -2.22
H 1.72 1.37 1.30
H 1.30 0.63 -0.13
O 1.82 1.54 0.36
H 2.12 -2.05 2.68
H 1.21 -1.28 1.72
O 1.20 -1.98 2.41
H -0.44 -1.84 -2.29
H 1.02 -1.30 -2.37
O 0.37 -1.89 -2.80
H -0.74 2.28 1.44
H 0.56 2.70 0.78
O -0.30 3.07 1.11
*
```

Properties
Energy above the lowest of the compared OMol25 structures with the same formula, charge and spin in kJ/mol: 24.6
DFT total energy in eV: -13528.8606
<S²>: 0.755
HOMO energy (spin up / spin down) in eV: -11.5 / -11.5

Atom-resolved charges from Mulliken, all expressed in e:
1. C -0.538
2. O -0.549
3. H 0.388
4. H 0.147
5. H 0.296
6. H 0.335
7. H 0.319
8. O -0.620
9. H 0.323
10. H 0.447
11. O -0.771
12. H 0.294
13. H 0.440
14. O -0.642
15. H 0.320
16. H 0.324
17. O -0.602
18. H 0.299
19. H 0.470
20. O -0.680

Q: Number 2 is which compound?
A: CH12O5